Entry 1:
Density functional theory data (wB97M-V/def2-TZVPD) for an isolated ion of composition C11H21BFN6O6 and charge +1 at a distorted geometry.

Each line ends with the Löwdin charge.
Element x y z (Å)
C1 0.77918 0.79561 4.39158  -0.05
N1 -0.01185 1.88743 3.80117  -0.09
C2 0.86407 2.90305 3.21614  -0.07
B1 -1.05430 1.41126 2.95306  -0.60
O1 -2.13220 0.72704 3.42470  0.20
N2 -0.92968 1.58409 1.43214  0.27
C3 -0.64718 0.61211 0.59025  -0.29
N3 -0.66729 0.85546 -0.77111  0.06
C4 -2.03758 1.07666 -1.26020  -0.17
O2 -2.89841 0.03007 -0.90865  -0.08
N4 -3.39264 -0.64337 -2.13211  0.04
O3 -4.18823 -1.41852 -1.86304  0.13
C5 0.16968 -0.14400 -1.46820  -0.28
C6 0.26293 0.00987 -2.98184  -0.09
C7 1.65528 0.47034 -3.42818  -0.10
C8 2.71704 -0.59959 -3.22301  -0.49
N5 4.01761 -0.38052 -3.76929  0.11
O4 2.46836 -1.58288 -2.58895  0.13
O5 -0.29154 -1.43456 -1.13328  -0.01
C9 0.07032 -1.72876 0.16891  -0.28
C10 -0.48157 -3.07695 0.63755  0.02
C11 -1.44066 -3.81464 -0.27296  -0.44
O6 -1.46219 -4.96980 -0.43355  0.22
F1 -2.36409 -2.99853 -0.84381  0.09
N6 -0.36790 -0.61340 1.07690  0.22
H1 1.40079 1.18334 5.20362  0.10
H2 0.12482 0.03139 4.81533  0.10
H3 1.46825 0.34887 3.65622  0.09
H4 1.61731 2.48050 2.53373  0.09
H5 0.28829 3.65717 2.67538  0.09
H6 1.39769 3.42279 4.01630  0.10
H7 -2.98948 1.15973 3.35740  0.13
H8 -1.05984 2.49510 1.00885  0.16
H9 -2.42318 1.99750 -0.81547  0.13
H10 -2.01933 1.20013 -2.34315  0.12
H11 1.17403 -0.02656 -1.03950  0.16
H12 0.07366 -0.98196 -3.39612  0.14
H13 -0.46223 0.71916 -3.37819  0.11
H14 1.97456 1.36631 -2.87744  0.13
H15 1.62277 0.76323 -4.48200  0.13
H16 3.94091 -0.11775 -4.74987  0.09
H17 4.46108 0.41328 -3.31166  0.09
H18 1.16654 -1.76643 0.24132  0.17
H19 -0.99016 -2.96790 1.60053  0.14
H20 0.35221 -3.76614 0.78250  0.14
H21 0.24417 -0.56924 1.88802  0.15

Forces on atoms 1 to 2 (eV/Å):
-0.1 0.2 0.8
0.4 -0.4 -1.2

* E_LUMO: -2.972 eV
* gap between HOMO and LUMO: 9.905 eV
* HOMO: -12.88 eV
* SMILES string: CN(C)B(O)NC1=[N+](CON=O)[C@H](CCC(N)=O)O[C@H](CC(=O)F)N1
* net charge: +1
* max |F|: 1.4 eV/Å
* spin multiplicity: 1

---

Entry 2:
Density functional theory data (wB97M-V/def2-TZVPD) for a 8-piece molecular cluster, C16H48O8 overall at a distorted geometry.

Each line ends with the Löwdin charge.
Element x y z (Å)
C1 3.78647 -6.07259 2.88891  -0.06
C2 2.50130 -5.39662 2.40805  -0.47
C3 2.87543 -4.25816 1.43768  -0.07
O1 1.62212 -6.30581 1.69837  -0.06
H1 4.42617 -5.33625 3.37368  0.08
H2 4.24193 -6.60246 2.05420  0.09
H3 3.53810 -6.76240 3.69745  0.08
H4 1.99826 -4.93252 3.25917  0.13
H5 3.44111 -3.51596 2.00723  0.08
H6 2.06957 -3.70239 0.95932  0.04
H7 3.55435 -4.61458 0.66182  0.08
H8 0.84886 -5.79031 1.45458  0.08
C4 5.49609 2.84192 -5.19994  -0.05
C5 4.46933 2.42641 -4.08951  -0.46
C6 4.03881 0.93116 -4.04074  -0.05
O2 5.10790 2.88906 -2.89336  -0.07
H9 5.70348 3.91054 -5.25578  0.07
H10 5.12742 2.45130 -6.14915  0.07
H11 6.51026 2.47477 -5.03188  0.07
H12 3.55187 3.00347 -4.22864  0.12
H13 3.23747 0.83175 -3.30334  0.05
H14 4.82952 0.27821 -3.67426  0.08
H15 3.54927 0.64039 -4.96986  0.07
H16 4.43650 2.92809 -2.20469  0.08
C7 -6.52097 0.03927 0.43689  -0.06
C8 -5.29337 0.15168 1.36828  -0.44
C9 -4.66945 -1.22052 1.49945  -0.07
O3 -4.29126 0.90841 0.65639  -0.09
H17 -6.14852 -0.36654 -0.50430  0.08
H18 -7.03914 0.97869 0.23918  0.08
H19 -7.32185 -0.60329 0.80523  0.08
H20 -5.66620 0.57564 2.30172  0.14
H21 -3.77106 -1.11395 2.11367  0.06
H22 -4.21165 -1.62530 0.59345  0.08
H23 -5.28558 -2.06996 1.79938  0.08
H24 -3.62253 1.01716 1.35177  0.05
C10 1.01869 -1.41792 -0.05207  -0.06
C11 0.52863 -0.15683 -0.77281  -0.49
C12 -0.90994 -0.33490 -1.22835  -0.04
O4 0.64360 0.94277 0.07549  -0.06
H25 0.66918 -2.29740 -0.59774  0.08
H26 0.57138 -1.56153 0.93314  0.07
H27 2.09554 -1.54823 0.05723  0.08
H28 1.11433 0.05626 -1.67302  0.13
H29 -1.18074 0.62968 -1.66642  0.05
H30 -1.59614 -0.49033 -0.39428  0.08
H31 -1.12469 -1.03534 -2.03500  0.09
H32 0.18937 1.67179 -0.36955  0.06
C13 -1.42138 4.26974 -0.37369  -0.12
O5 -0.86131 3.22522 -1.15056  -0.15
H33 -2.49829 4.13551 -0.26879  0.08
H34 -0.87610 4.30046 0.56773  0.09
H35 -1.27037 5.18734 -0.94498  0.09
H36 -0.62095 3.46564 -2.04610  0.09
C14 -3.79079 2.32242 -2.37404  -0.15
O6 -5.06238 2.23133 -1.70152  -0.14
H37 -3.07925 1.75324 -1.77747  0.05
H38 -3.93037 1.96296 -3.39377  0.08
H39 -3.42969 3.35173 -2.43827  0.06
H40 -4.77706 1.82455 -0.87228  0.01
C15 -1.32352 1.02656 3.09479  -0.15
O7 -2.71159 1.17454 2.99259  -0.12
H41 -1.13052 0.00174 3.42712  0.08
H42 -0.79115 1.14058 2.15152  0.07
H43 -0.88049 1.67264 3.85600  0.09
H44 -3.09385 0.69357 3.73018  0.09
C16 2.09740 0.23029 3.20578  -0.17
O8 2.40372 1.42923 2.52129  -0.11
H45 1.34487 0.43479 3.97327  0.06
H46 1.74846 -0.54996 2.53003  0.06
H47 2.92435 -0.17935 3.78808  0.08
H48 1.89100 1.44884 1.70609  0.04

Forces on atoms 1 to 2 (eV/Å):
-1.3 -0.3 0.4
0.1 0.9 -1.4

* E_LUMO: 0.155 eV
* gap between HOMO and LUMO: 9.837 eV
* HOMO: -9.68 eV
* SMILES string: CC(C)O.CC(C)O.CC(C)O.CC(C)O.CO.CO.CO.CO
* energy above the lowest of the compared OMol25 structures with the same formula, charge and spin: 64.7 kcal per mole
* max |F|: 3.0 eV/Å
* spin multiplicity: 1

---

Entry 3:
Density functional theory data (wB97M-V/def2-TZVPD) for a 2-piece molecular cluster, ClH3S overall.

Each line ends with the Löwdin charge.
Element x y z (Å)
Cl1 -1.60993 -0.07323 0.02886  0.25
H1 -2.44148 0.86244 -0.23351  -0.24
S1 1.60879 -0.00937 -0.09947  0.43
H2 1.60925 1.13624 0.59090  -0.21
H3 2.46043 -0.60391 0.74348  -0.22

Forces on atoms 1 to 2 (eV/Å):
-0.3 0.1 0.0
-0.1 0.0 0.0

* E_LUMO: 0.883 eV
* gap between HOMO and LUMO: 10.443 eV
* HOMO: -9.56 eV
* SMILES string: Cl.S
* energy above the lowest of the compared OMol25 structures with the same formula, charge and spin: 4.2 kcal per mole
* max |F|: 0.3 eV/Å
* spin multiplicity: 1

---

Q: Look up the E_LUMO of the first one.
A: -2.972 eV

---

Q: gap between HOMO and LUMO of number 2 (C16H48O8)?
A: 9.837 eV

---

Q: E_LUMO of number 3 (ClH3S)?
A: 0.883 eV

---

Q: Which value of gap between HOMO and LUMO does entry 2 give?
A: 9.837 eV